One molecule with the formula C4H2ClNS2. Source: the OMol25 dataset; level of theory: ωB97M-V with the def2-TZVPD basis set.

```
10
Properties=species:S:1:pos:R:3:lowdin_charge:R:1
N 2.8472 -0.4566 -2.8611 0.14
C 1.5887 -0.5082 -2.4540 -0.26
C 0.4915 -0.7077 -1.4506 -1.08
S -0.6443 -1.9499 -1.6100 0.68
S 0.6747 0.6010 -0.2712 0.94
C -0.4967 0.1265 0.9072 -0.54
C -1.0957 1.0104 1.8285 -0.63
Cl -2.2372 0.7295 3.1272 0.58
H -0.6796 -0.9461 0.9321 0.03
H -0.4486 2.1011 1.8518 0.14
```

Properties
Molar mass: 163.65 g/mol
F_max: 12.42 eV/A
Net charge: 0
Gap between HOMO and LUMO: 7.302 eV
Energy: -1464.79322 hartree
Spin multiplicity: 1
SMILES string: N#CC(=S)S/C=C/Cl
HOMO: -9.34 eV


C4H2F12Li2N2O9S4 as an isolated structure. Source: the OMol25 dataset; level of theory: ωB97M-V with the def2-TZVPD basis set.

```
35
Properties=species:S:1:pos:R:3:lowdin_charge:R:1
Li -0.1206 -0.6203 -0.0998 0.60
Li 0.2287 1.7923 -0.7956 0.69
C 3.8478 0.8879 -0.4508 -0.65
F 3.6030 1.1732 -1.7156 0.17
F 5.0159 0.2704 -0.2827 0.16
F 3.9119 2.0333 0.2326 0.14
S 2.5068 -0.2859 0.2078 0.70
O 2.0220 -1.0037 -0.9729 -0.32
O 2.9723 -1.0662 1.3050 -0.23
N 1.1818 0.7904 0.5854 -0.45
S 1.3982 1.2848 2.0602 0.56
O 2.7649 1.5529 2.4437 -0.26
O 0.4636 2.3331 2.3782 -0.27
C 0.8920 -0.0718 3.2726 -0.62
F 0.0880 0.4302 4.1918 0.17
F 0.2090 -1.0530 2.6000 0.07
F 1.9477 -0.6541 3.8330 0.15
C -1.2312 -1.4970 -2.8989 -0.69
F 0.0126 -1.9163 -2.9072 0.16
F -1.7977 -1.8111 -4.0506 0.17
F -1.9536 -2.0598 -1.9586 0.15
S -1.1952 0.4035 -2.7192 0.66
O 0.1556 0.7971 -3.0898 -0.31
O -2.2177 0.9639 -3.5438 -0.24
N -1.3421 0.6192 -1.0010 -0.47
S -2.9579 0.8891 -0.8205 0.62
O -3.3136 2.2484 -1.1312 -0.26
O -3.7675 -0.1372 -1.4396 -0.26
C -3.0726 0.6712 1.0259 -0.69
F -4.2973 0.9488 1.3838 0.19
F -2.8107 -0.6247 1.2737 0.12
F -2.1946 1.3711 1.7115 0.16
O -0.3116 -2.5302 0.2970 -0.08
H -0.8072 -2.8173 1.0754 0.07
H 0.1693 -3.3121 0.0002 0.08
```

Properties
Molar mass: 592.19 g/mol
F_max: 5.21 eV/A
Net charge: 0
Gap between HOMO and LUMO: 11.046 eV
Energy: -3746.57502 hartree
Spin multiplicity: 1
HOMO: -11.39 eV


One molecule with the formula C4H2FN. Source: the OMol25 dataset; level of theory: ωB97M-V with the def2-TZVPD basis set.

```
8
Properties=species:S:1:pos:R:3:lowdin_charge:R:1
N 0.1631 3.7270 -0.0675 0.13
C 0.2250 2.5289 0.0621 -0.19
C 0.5340 1.1069 -0.1017 0.04
C 0.0921 -0.0512 -0.1579 0.01
C -0.2371 -1.3981 0.0627 -0.17
F 0.6782 -2.3452 -0.5885 -0.11
H -1.1758 -1.7254 -0.3550 0.11
H -0.2795 -1.8428 1.1458 0.17
```

Properties
Molar mass: 83.06 g/mol
F_max: 5.81 eV/A
Net charge: 0
Gap between HOMO and LUMO: 10.108 eV
Energy: -308.11118 hartree
Spin multiplicity: 1
SMILES string: N#CC#CCF
HOMO: -10.97 eV


One molecule with the formula C4H2FNO2S. Source: the OMol25 dataset; level of theory: ωB97M-V with the def2-TZVPD basis set.

```
11
Properties=species:S:1:pos:R:3:lowdin_charge:R:1
O -4.3439 1.1804 0.0775 0.02
N -3.8921 0.0523 -0.0307 -0.43
O -4.5156 -0.9746 0.0443 0.12
C -2.5168 0.0765 -0.1523 -0.41
S -1.6963 1.5717 -0.0252 1.12
C -0.1842 0.7552 0.0840 -0.38
C -0.2399 -0.6004 0.0228 -0.10
C -1.5791 -0.9940 -0.0928 -0.25
F -1.8746 -2.2940 0.0241 0.10
H 0.7618 1.3498 0.2653 0.10
H 0.6426 -1.2026 0.1022 0.12
```

Properties
Molar mass: 147.13 g/mol
F_max: 4.31 eV/A
Net charge: 0
Gap between HOMO and LUMO: 9.036 eV
Energy: -856.78444 hartree
Spin multiplicity: 1
SMILES string: O=[N+]([O-])c1sccc1F
HOMO: -9.91 eV


C4H2FeO2 as an isolated structure. Source: the OMol25 dataset; level of theory: ωB97M-V with the def2-TZVPD basis set.

```
9
Properties=species:S:1:pos:R:3:lowdin_spin:R:1
H 1.4482 1.8014 1.2032 0.02
O 2.3969 -0.9262 1.5320 0.14
C 1.7416 -0.0269 1.2884 0.22
C 1.1362 0.9391 0.4728 0.12
C -0.0191 0.5808 -0.0536 0.47
C -1.0932 -0.1384 -0.4504 0.08
O -1.2265 -0.7051 -1.5789 0.27
Fe -2.5034 -1.2972 -2.7347 3.65
H -1.8807 -0.2275 0.3212 0.02
```

Properties
Molar mass: 137.90 g/mol
F_max: 5.17 eV/A
Net charge: +1
Expectation value of S²: 8.813
Gap between HOMO and LUMO (spin up / spin down): 3.318 / 5.792 eV
Energy: -1567.28317 hartree
Spin multiplicity: 6
HOMO (spin up / spin down): -10.09 / -12.60 eV


A 2-piece molecular cluster, C4H2INS overall. Source: the OMol25 dataset; level of theory: ωB97M-V with the def2-TZVPD basis set.

```
9
Properties=species:S:1:pos:R:3:lowdin_charge:R:1
C 0.9999 -1.3195 0.2051 -0.13
C 1.8615 -1.9206 0.8050 -0.15
C -0.3220 2.1807 0.3255 -0.65
C -1.0464 0.0770 -1.0644 -0.95
N -0.3036 2.5554 1.4064 0.15
S -0.3328 1.6289 -1.2731 0.87
I -2.5809 -0.3146 0.2841 0.90
H -1.0061 -0.5608 -1.9306 -0.01
H 2.7302 -2.3265 1.2419 -0.03
```

Properties
Molar mass: 223.04 g/mol
F_max: 2.25 eV/A
Net charge: 0
Gap between HOMO and LUMO (spin up / spin down): 6.538 / 6.537 eV
Energy: -903.98731 hartree
Spin multiplicity: 1
HOMO (spin up / spin down): -9.11 / -9.11 eV


One molecule with the formula C4H2N2. Source: the OMol25 dataset; level of theory: ωB97M-V with the def2-TZVPD basis set.

```
8
Properties=species:S:1:pos:R:3:lowdin_charge:R:1
N -2.5305 -1.3515 -0.1705 0.17
C -1.6994 -0.6142 0.2465 -0.19
C -0.6750 0.3419 0.0718 -0.16
C 0.6500 0.4671 -0.1340 -0.13
C 1.6094 -0.6561 -0.0167 -0.15
N 2.7005 -1.3009 0.0525 0.13
H -1.0211 1.4702 0.2400 0.15
H 0.9660 1.6435 -0.2897 0.17
```

Properties
Molar mass: 78.07 g/mol
F_max: 10.20 eV/A
Net charge: 0
Gap between HOMO and LUMO: 9.496 eV
Energy: -263.00779 hartree
Spin multiplicity: 1
SMILES string: N#C/C=C\C#N
HOMO: -10.75 eV


One molecule with the formula C4H2N2OS. Source: the OMol25 dataset; level of theory: ωB97M-V with the def2-TZVPD basis set.

```
10
Properties=species:S:1:pos:R:3:lowdin_charge:R:1
C -3.1648 -0.1043 -0.0357 -0.20
C -1.1794 0.8002 -0.2409 -0.36
C -1.7851 -0.4669 -0.0387 -0.54
C 1.3113 0.0204 -0.1241 -0.45
N -4.2267 0.2826 -0.1129 0.18
N 1.7716 -1.1014 -0.2050 0.23
O -1.3223 -1.5985 0.2284 -0.01
S 0.4487 1.3492 0.2378 1.04
H -1.6670 1.6101 -0.6424 0.02
H 1.7636 -2.0112 0.1091 0.08
```

Properties
Molar mass: 126.14 g/mol
F_max: 7.08 eV/A
Net charge: 0
Gap between HOMO and LUMO (spin up / spin down): 7.370 / 7.371 eV
Energy: -736.41772 hartree
Spin multiplicity: 1
HOMO (spin up / spin down): -8.50 / -8.50 eV